(1)
{"formula": "C19H18CoN3O4", "method": "ωB97M-V/def2-TZVPD", "total_charge": 1, "homo_lumo_gap_ev": [6.85, 6.30], "multiplicity": 4, "e_lumo_ev": [-3.38, -4.09], "symbols": ["Co", "C", "O", "C", "C", "C", "C", "C", "C", "N", "N", "C", "C", "O", "C", "C", "C", "C", "C", "C", "C", "C", "H", "H", "H", "H", "H", "H", "H", "H", "H", "H", "H", "H", "H", "N", "C", "C", "O", "O", "H", "H", "H", "H", "H"], "positions_angstrom": [[0.4969, -0.7224, 0.6754], [-1.8633, -2.2686, 2.0910], [-1.4595, -1.1551, 1.2843], [-2.2924, -0.0553, 1.1931], [-3.4490, 0.0621, 1.9385], [-4.2040, 1.2277, 1.8607], [-3.7837, 2.2753, 1.0584], [-2.6236, 2.1468, 0.3151], [-1.8759, 0.9777, 0.3368], [-0.7332, 0.9617, -0.5068], [-0.4301, -0.1948, -1.0100], [0.4591, -0.3187, -2.0360], [1.3924, -1.3523, -1.7619], [1.4454, -1.8243, -0.5498], [2.2947, -1.7562, -2.7753], [2.3005, -1.0889, -3.9544], [1.4411, 0.0210, -4.2253], [1.5035, 0.7053, -5.4535], [0.6778, 1.7644, -5.7144], [-0.2556, 2.1757, -4.7509], [-0.3428, 1.5299, -3.5422], [0.5069, 0.4465, -3.2536], [-1.9816, -1.9736, 3.1332], [-1.0722, -3.0084, 2.0096], [-2.7927, -2.6842, 1.7073], [-3.7755, -0.7408, 2.5833], [-5.1128, 1.3079, 2.4411], [-4.3598, 3.1888, 1.0056], [-2.2797, 2.9511, -0.3235], [2.9784, -2.5681, -2.5667], [2.9971, -1.3867, -4.7301], [2.2191, 0.3761, -6.1983], [0.7400, 2.2862, -6.6601], [-0.9111, 3.0110, -4.9599], [-1.0578, 1.8576, -2.8012], [3.1396, -0.8755, 5.4190], [2.4154, 0.0248, 4.5329], [1.9378, -0.7397, 3.3193], [1.3027, -0.2022, 2.4156], [2.2459, -2.0011, 3.2863], [4.1048, -0.6019, 5.5414], [2.7675, -2.1591, 4.1225], [2.7153, -0.9457, 6.3333], [3.0302, 0.8475, 4.1650], [1.5441, 0.4785, 5.0052]], "mulliken_charge": [0.66, -1.07, -0.22, 1.44, -0.59, -0.71, -0.77, -0.44, 0.17, -0.32, -0.26, 0.21, 1.35, -0.80, -0.95, -0.74, 0.72, -0.80, -0.59, -0.65, -0.48, 0.47, 0.39, 0.29, 0.41, 0.43, 0.41, 0.40, 0.44, 0.46, 0.38, 0.39, 0.40, 0.42, 0.48, -0.60, -0.22, 0.45, -0.67, -0.45, 0.22, 0.48, 0.22, 0.33, 0.33]}


(2)
{"formula": "C4H6N2O", "method": "ωB97M-V/def2-TZVPD", "homo_lumo_gap_ev": 10.72, "e_above_lowest_kcal_mol": 62.83, "e_lumo_ev": 0.88, "symbols": ["O", "C", "N", "C", "C", "C", "N", "H", "H", "H", "H", "H", "H"], "positions_angstrom": [[1.4979, 2.1219, 0.2380], [0.8330, 1.1220, 0.1068], [1.2445, -0.1737, 0.3154], [0.4139, -1.2024, -0.2826], [-0.8305, -0.3809, -0.6553], [-1.4471, 0.3637, 0.4474], [-0.5093, 1.1368, -0.3269], [2.1878, -0.3315, 0.6240], [0.2271, -2.0188, 0.4375], [0.8876, -1.6486, -1.1640], [-0.9433, 0.1746, -1.5743], [-2.4857, 0.6590, 0.3833], [-1.0759, 0.1778, 1.4507]], "mulliken_charge": [-0.59, 0.53, -0.19, -0.51, -0.28, -0.27, -0.38, 0.19, 0.29, 0.27, 0.48, 0.22, 0.22]}


(3)
{"formula": "C26H33BrN2O7S", "method": "ωB97M-V/def2-TZVPD", "homo_lumo_gap_ev": 8.57, "e_above_lowest_kcal_mol": 2.51, "e_lumo_ev": 0.43, "symbols": ["C", "C", "H", "H", "O", "C", "O", "C", "C", "N", "C", "C", "C", "C", "C", "C", "H", "O", "C", "H", "H", "C", "O", "H", "H", "C", "N", "H", "C", "C", "O", "H", "H", "H", "C", "H", "O", "H", "H", "C", "O", "H", "H", "H", "H", "H", "Br", "H", "C", "H", "H", "H", "C", "H", "H", "S", "C", "C", "C", "C", "C", "C", "H", "H", "H", "H", "H", "H", "H", "H"], "positions_angstrom": [[-6.6790, -2.2406, -2.1197], [-5.2910, -2.3200, -1.5140], [-5.3098, -2.8017, -0.5300], [-4.6065, -2.8854, -2.1567], [-4.7876, -0.9933, -1.3632], [-3.5521, -0.8945, -0.8335], [-2.9108, -1.8687, -0.5083], [-3.0757, 0.4751, -0.7112], [-3.7437, 1.6793, -0.8994], [-2.8967, 2.7173, -0.6500], [-1.6618, 2.2196, -0.3194], [-0.4748, 2.8718, -0.0057], [0.6071, 2.0782, 0.2930], [0.5553, 0.6697, 0.2966], [-0.6235, 0.0288, -0.0261], [-1.7356, 0.8095, -0.3380], [-0.7135, -1.0435, -0.0386], [1.7238, 0.0655, 0.6283], [1.8093, -1.3422, 0.5939], [1.5797, -1.7180, -0.4109], [1.1114, -1.7857, 1.3143], [3.2517, -1.7103, 0.9907], [3.4924, -1.4033, 2.3329], [3.5204, -0.4421, 2.4175], [3.3666, -2.7970, 0.9144], [4.2460, -1.0054, 0.0513], [5.5955, -1.2678, 0.5028], [5.7986, -2.2574, 0.4149], [6.6855, -0.4745, -0.0404], [7.9821, -1.1602, 0.4520], [9.1646, -0.4766, 0.1270], [9.1707, -0.3643, -0.8399], [7.9496, -1.2300, 1.5424], [8.0109, -2.1823, 0.0438], [6.5948, 0.9539, 0.5495], [6.5410, 0.8652, 1.6419], [7.6585, 1.7881, 0.1594], [8.4815, 1.3559, 0.4450], [5.6884, 1.4550, 0.2007], [6.6836, -0.4092, -1.5897], [7.8007, 0.2648, -2.1188], [7.8081, 1.1507, -1.7146], [5.7570, 0.0746, -1.9276], [6.7139, -1.4239, -2.0014], [4.0639, 0.0688, 0.1070], [4.0466, -1.3415, -0.9800], [2.2797, 2.8691, 0.7144], [-0.3803, 3.9461, 0.0030], [-3.2584, 4.1074, -0.6986], [-3.3930, 4.4402, -1.7312], [-2.4701, 4.6993, -0.2407], [-4.1863, 4.2728, -0.1483], [-5.1701, 1.9135, -1.1827], [-5.6390, 1.0301, -1.6056], [-5.3363, 2.7805, -1.8194], [-6.0584, 2.3106, 0.3988], [-5.7870, 0.7469, 1.2142], [-4.6084, 0.5278, 1.9078], [-4.3755, -0.7135, 2.4741], [-5.3211, -1.7177, 2.3581], [-6.5095, -1.4813, 1.6859], [-6.7455, -0.2463, 1.1091], [-7.6647, -0.0462, 0.5787], [-7.2520, -2.2619, 1.6046], [-5.1322, -2.6873, 2.7943], [-3.4510, -0.8955, 3.0002], [-3.8815, 1.3201, 2.0047], [-6.6396, -1.7444, -3.0860], [-7.0762, -3.2427, -2.2519], [-7.3408, -1.6798, -1.4654]], "mulliken_charge": [-1.22, -0.35, 0.31, 0.41, -0.11, 0.40, -0.69, 0.80, -0.24, 0.22, 0.10, -1.45, -0.21, 0.85, -0.40, 0.52, 0.70, -0.15, -0.95, 0.52, 0.40, -0.47, -0.62, 0.43, 0.55, -0.80, -0.24, 0.35, 1.23, -1.05, -0.63, 0.41, 0.45, 0.46, -0.92, 0.43, -0.67, 0.46, 0.34, -0.94, -0.65, 0.44, 0.35, 0.42, 0.35, 0.28, -0.20, 0.34, -1.03, 0.32, 0.34, 0.32, -1.33, 0.25, 0.62, -0.17, 0.11, -0.27, -0.55, -0.45, -0.67, -0.26, 0.53, 0.41, 0.40, 0.42, 0.49, 0.32, 0.43, 0.21]}


(4)
{"formula": "C4H4Br2O", "method": "ωB97M-V/def2-TZVPD", "homo_lumo_gap_ev": 9.06, "e_above_lowest_kcal_mol": 19.48, "e_lumo_ev": 0.40, "symbols": ["C", "C", "C", "C", "O", "Br", "Br", "H", "H", "H", "H"], "positions_angstrom": [[0.2623, 1.0629, 0.6738], [-0.8405, 0.7575, -0.2940], [-0.3812, -0.6765, -0.6225], [0.8099, -0.7648, 0.3645], [0.5034, 1.8027, 1.5414], [2.4546, -0.5256, -0.5722], [0.8140, -2.0816, 1.7700], [-1.7100, 1.0125, 0.3187], [-0.7630, 1.5300, -0.9951], [-1.2160, -1.4283, -0.5181], [0.0666, -0.6889, -1.6665]], "mulliken_charge": [0.42, -0.46, -0.60, 0.08, -0.43, -0.11, -0.09, 0.29, 0.31, 0.33, 0.25]}


(5)
{"formula": "C6H11NS", "method": "ωB97M-V/def2-TZVPD", "homo_lumo_gap_ev": 9.59, "e_above_lowest_kcal_mol": 59.03, "e_lumo_ev": 0.85, "symbols": ["C", "C", "C", "C", "C", "C", "H", "H", "H", "H", "H", "H", "H", "H", "H", "H", "H", "N", "S"], "positions_angstrom": [[0.5547, -1.9202, -0.4070], [-0.0852, -0.5737, -0.4207], [-1.2075, -0.5449, 0.6422], [0.9151, 0.6083, -0.3271], [0.2829, 1.9373, -0.4112], [-0.3311, 2.9568, -0.3111], [1.4136, -1.9342, -1.0503], [0.9145, -2.2686, 0.6234], [0.0567, -2.8160, -0.8076], [-0.6144, -0.5081, -1.3370], [-1.4055, -1.5883, 0.9311], [-0.7875, -0.0678, 1.6004], [-3.2433, -0.6265, -0.6153], [1.6407, 0.6186, -1.1039], [1.8140, 1.7501, 1.1236], [2.1899, 0.0072, 1.1410], [-0.8421, 3.8551, -0.3950], [1.4764, 0.7293, 0.9936], [-2.7417, 0.3856, 0.1308]], "mulliken_charge": [-1.75, 0.55, -0.97, 0.37, -1.28, 0.22, 0.43, 0.35, 0.40, 0.30, 0.37, 0.37, 0.11, 0.44, 0.27, 0.21, 0.47, -0.67, -0.19]}


(6)
{"formula": "C3H9NO", "method": "ωB97M-V/def2-TZVPD", "homo_lumo_gap_ev": 10.17, "e_above_lowest_kcal_mol": 70.71, "e_lumo_ev": 1.08, "symbols": ["C", "O", "H", "H", "H", "C", "C", "N", "H", "H", "H", "H", "H", "H"], "positions_angstrom": [[0.5887, -0.7768, -1.4279], [0.0441, 0.5549, -1.3015], [1.5265, -0.7089, -0.8250], [0.8341, -0.9312, -2.5034], [-0.0538, -1.5945, -1.2124], [0.4391, 0.1016, 1.5289], [-1.1358, 0.4874, -0.4218], [-0.7606, 0.8583, 0.9678], [0.2951, 0.0188, 2.5778], [0.4383, -1.0339, 1.4460], [1.3138, 0.7141, 1.3085], [-1.3774, -0.5462, -0.0414], [-1.8857, 1.0188, -0.9440], [-0.2664, 1.8377, 0.8485]], "mulliken_charge": [-0.59, -0.38, 0.23, 0.24, 0.31, -0.80, -0.38, -0.46, 0.29, 0.29, 0.31, 0.37, 0.31, 0.27]}


(7)
{"formula": "C6H12O", "method": "ωB97M-V/def2-TZVPD", "homo_lumo_gap_ev": 10.50, "e_above_lowest_kcal_mol": 32.78, "e_lumo_ev": 1.16, "symbols": ["C", "C", "O", "C", "C", "C", "C", "H", "H", "H", "H", "H", "H", "H", "H", "H", "H", "H", "H"], "positions_angstrom": [[2.6110, 0.8094, 0.0507], [1.5736, -0.2594, -0.2229], [0.5900, -0.2180, 0.7968], [-0.4886, -1.0427, 0.4895], [-1.7964, -0.7411, 1.1405], [-1.6200, -0.4837, -0.3391], [-1.5660, 0.9474, -0.8167], [3.0666, 0.6635, 1.0335], [2.1517, 1.8017, 0.0286], [3.4013, 0.7788, -0.7061], [2.0418, -1.2575, -0.2532], [1.0979, -0.0927, -1.2005], [-0.2133, -2.0887, 0.3326], [-1.8337, 0.1376, 1.7790], [-2.4314, -1.5602, 1.4667], [-2.1022, -1.1912, -1.0082], [-1.2523, 1.0242, -1.8639], [-2.5419, 1.4358, -0.7246], [-0.8516, 1.5077, -0.2078]], "mulliken_charge": [-1.23, -0.17, -0.38, -0.09, -0.78, 0.22, -1.33, 0.29, 0.29, 0.38, 0.35, 0.27, 0.38, 0.23, 0.27, 0.35, 0.31, 0.37, 0.28]}


| no. | largest force on an atom (eV Å⁻¹) | total energy (Eh) |
| --- | --- | --- |
| 1 | 0.92 | -2582.588813 |
| 2 | 3.09 | -340.694785 |
| 3 | 0.83 | -4618.959140 |
| 4 | 4.32 | -5378.006291 |
| 5 | 2.95 | -688.055162 |
| 6 | 4.53 | -249.601018 |
| 7 | 0.26 | -311.007034 |